[1]
{
  "formula": "C6H11NO",
  "method": "the ωB97M-V functional and the def2-TZVPD basis",
  "symbols": ["C", "C", "C", "C", "C", "H", "H", "H", "H", "H", "H", "H", "H", "H", "H", "N", "C", "O", "H"],
  "positions_angstrom": [[-0.13, 0.94, -0.80], [-1.48, 2.15, 0.97], [0.50, -1.19, 1.29], [-0.61, 0.97, 0.63], [-0.33, 0.04, 1.52], [-0.73, 0.13, 2.52], [0.94, 0.73, -0.85], [-0.65, 0.16, -1.36], [-2.35, 2.18, 0.32], [-0.32, 1.89, -1.29], [-1.82, 2.10, 2.01], [-0.93, 3.08, 0.83], [-0.13, -2.08, 1.34], [0.99, -1.17, 0.32], [1.25, -1.28, 2.07], [2.00, -2.02, -1.96], [1.03, -2.07, -2.64], [0.06, -1.91, -3.26], [2.71, -2.65, -1.68]],
  "smiles": "CC=C(C)C.N=C=O",
  "e_homo_ev": -8.7,
  "de_lowest_kj_mol": 89.3,
  "total_energy_ev": -9937.5292
}

---

[2]
{
  "formula": "C3H2FO3Rh",
  "method": "the ωB97M-V functional and the def2-TZVPD basis",
  "symbols": ["O", "C", "C", "H", "H", "F", "Rh", "O", "O", "C"],
  "positions_angstrom": [[-1.39, 1.42, 0.15], [-1.79, 0.25, -0.28], [-1.12, -0.88, 0.01], [-2.77, 0.16, -0.78], [-1.32, -1.93, -0.18], [-0.20, -0.68, 1.09], [0.28, 1.27, 0.98], [3.53, -0.53, -0.88], [2.06, 0.82, 0.29], [2.71, 0.11, -0.39]],
  "s_squared": 6.016,
  "e_homo_ev": [-21.0, -21.5],
  "multiplicity": 5,
  "total_energy_ev": -14985.9934,
  "charge": 2
}

---

[3]
{
  "formula": "C54H42AsFGeP3S4Zn",
  "method": "the ωB97M-V functional and the def2-TZVPD basis",
  "symbols": ["Zn", "F", "Ge", "C", "C", "C", "C", "C", "C", "P", "C", "C", "C", "C", "C", "C", "C", "C", "C", "C", "C", "C", "C", "C", "C", "C", "C", "C", "P", "C", "C", "C", "C", "C", "C", "C", "C", "C", "C", "C", "C", "C", "C", "C", "C", "C", "C", "P", "C", "C", "C", "C", "C", "C", "C", "C", "C", "C", "C", "C", "H", "H", "H", "H", "H", "H", "H", "H", "H", "H", "H", "H", "H", "H", "H", "H", "H", "H", "H", "H", "H", "H", "H", "H", "H", "H", "H", "H", "H", "H", "H", "H", "H", "H", "H", "H", "H", "H", "H", "H", "H", "H", "S", "As", "S", "S", "S"],
  "positions_angstrom": [[-2.38, -1.89, -0.51], [2.42, 1.85, 2.55], [1.35, 1.10, 1.30], [1.51, -0.70, 2.11], [2.85, -0.97, 2.39], [3.23, -2.17, 2.96], [2.28, -3.12, 3.27], [0.94, -2.87, 3.03], [0.52, -1.67, 2.44], [-1.27, -1.29, 2.19], [-1.54, -0.39, 3.78], [-1.18, -0.95, 5.00], [-1.39, -0.26, 6.18], [-1.97, 1.01, 6.15], [-2.33, 1.57, 4.94], [-2.12, 0.87, 3.76], [-2.11, -2.88, 2.56], [-3.22, -2.92, 3.41], [-3.94, -4.09, 3.55], [-3.58, -5.23, 2.85], [-2.48, -5.20, 2.01], [-1.75, -4.03, 1.86], [2.60, 1.46, -0.18], [3.29, 2.67, -0.08], [4.24, 3.03, -1.02], [4.52, 2.19, -2.08], [3.85, 0.98, -2.19], [2.89, 0.60, -1.25], [2.00, -0.98, -1.41], [1.98, -1.08, -3.24], [1.08, -0.24, -3.89], [0.98, -0.24, -5.27], [1.77, -1.09, -6.02], [2.67, -1.94, -5.38], [2.77, -1.93, -4.00], [3.33, -2.17, -0.95], [4.60, -1.78, -0.52], [5.54, -2.73, -0.14], [5.22, -4.08, -0.16], [3.95, -4.48, -0.58], [3.01, -3.53, -0.96], [0.01, 2.57, 1.38], [0.16, 3.42, 2.48], [-0.50, 4.63, 2.54], [-1.31, 5.02, 1.49], [-1.49, 4.19, 0.41], [-0.85, 2.95, 0.34], [-1.15, 1.89, -1.13], [-2.99, 1.91, -1.24], [-3.83, 2.27, -0.19], [-5.21, 2.24, -0.34], [-5.77, 1.84, -1.54], [-4.94, 1.44, -2.59], [-3.57, 1.46, -2.43], [-0.68, 3.10, -2.45], [0.69, 3.33, -2.60], [1.16, 4.20, -3.57], [0.27, 4.86, -4.41], [-1.09, 4.64, -4.26], [-1.57, 3.77, -3.29], [3.60, -0.23, 2.16], [4.28, -2.37, 3.14], [2.57, -4.06, 3.73], [0.21, -3.61, 3.31], [-0.73, -1.94, 5.03], [-1.12, -0.71, 7.13], [-2.13, 1.55, 7.07], [-2.78, 2.55, 4.91], [-2.41, 1.30, 2.82], [-3.53, -2.03, 3.93], [-4.81, -4.10, 4.20], [-4.16, -6.13, 2.94], [-2.20, -6.07, 1.43], [-0.92, -4.01, 1.17], [3.08, 3.33, 0.75], [4.76, 3.98, -0.93], [5.26, 2.46, -2.81], [4.07, 0.32, -3.02], [0.45, 0.43, -3.31], [0.26, 0.41, -5.76], [1.69, -1.11, -7.10], [3.28, -2.62, -5.96], [3.47, -2.61, -3.51], [4.86, -0.73, -0.49], [6.52, -2.41, 0.18], [5.95, -4.81, 0.14], [3.70, -5.53, -0.60], [2.03, -3.85, -1.29], [0.82, 3.12, 3.29], [-0.36, 5.27, 3.40], [-1.81, 5.99, 1.52], [-2.13, 4.50, -0.41], [-3.42, 2.59, 0.76], [-5.84, 2.51, 0.49], [-6.84, 1.80, -1.66], [-5.37, 1.05, -3.50], [-2.94, 1.09, -3.24], [1.39, 2.83, -1.95], [2.23, 4.36, -3.67], [0.64, 5.52, -5.18], [-1.80, 5.15, -4.91], [-2.63, 3.62, -3.19], [-4.81, -2.49, -3.32], [-4.96, -3.68, -1.59], [-4.49, -2.30, 0.15], [-1.45, -3.53, -1.80], [-2.94, -4.91, -1.53]],
  "e_homo_ev": -3.6,
  "total_energy_ev": -296383.2040,
  "charge": -1
}

---

[4]
{
  "formula": "C27H42Cl10F16O5",
  "method": "the ωB97M-V functional and the def2-TZVPD basis",
  "symbols": ["C", "C", "C", "F", "F", "F", "F", "O", "C", "C", "F", "F", "F", "F", "H", "H", "H", "H", "C", "C", "C", "F", "F", "F", "F", "O", "C", "C", "F", "F", "F", "F", "H", "H", "H", "H", "C", "C", "C", "O", "C", "H", "H", "H", "H", "H", "H", "H", "H", "C", "C", "C", "O", "C", "H", "H", "H", "H", "H", "H", "H", "H", "C", "C", "C", "O", "C", "H", "H", "H", "H", "H", "H", "H", "H", "C", "Cl", "Cl", "H", "H", "C", "Cl", "Cl", "H", "H", "C", "Cl", "Cl", "H", "H", "C", "Cl", "Cl", "H", "H", "C", "Cl", "Cl", "H", "H"],
  "positions_angstrom": [[-3.43, -19.72, 7.06], [-2.84, -21.08, 6.67], [-3.68, -21.78, 5.59], [-3.25, -23.02, 5.28], [-4.99, -21.82, 5.96], [-1.58, -20.90, 6.18], [-2.81, -21.86, 7.79], [-2.66, -19.15, 8.10], [-3.41, -18.48, 9.04], [-2.44, -17.97, 10.12], [-1.50, -17.16, 9.60], [-3.08, -17.31, 11.11], [-4.06, -17.45, 8.45], [-4.32, -19.29, 9.60], [-4.45, -19.92, 7.41], [-3.55, -19.02, 6.23], [-3.65, -21.20, 4.66], [-1.96, -18.83, 10.58], [-3.47, -16.90, 3.48], [-4.51, -17.99, 3.37], [-5.83, -17.66, 4.11], [-5.64, -17.53, 5.44], [-6.31, -16.49, 3.61], [-4.86, -18.12, 2.06], [-4.01, -19.19, 3.72], [-3.08, -16.72, 4.81], [-2.31, -15.62, 5.09], [-1.97, -15.67, 6.57], [-1.50, -16.88, 6.93], [-1.10, -14.72, 6.97], [-1.21, -15.67, 4.28], [-2.94, -14.47, 4.83], [-3.88, -15.98, 3.06], [-2.63, -17.14, 2.81], [-6.56, -18.44, 3.90], [-2.89, -15.50, 7.13], [-1.72, -18.30, 14.46], [-0.66, -18.94, 15.34], [-0.21, -17.75, 16.17], [-0.19, -16.67, 15.24], [-1.27, -16.85, 14.29], [-2.72, -18.35, 14.90], [-1.85, -18.86, 13.54], [0.18, -19.33, 14.77], [-1.06, -19.70, 16.00], [0.76, -17.91, 16.63], [-0.92, -17.50, 16.97], [-0.84, -16.69, 13.30], [-2.09, -16.15, 14.44], [-5.84, -14.25, 8.16], [-6.31, -14.04, 6.73], [-7.58, -14.88, 6.65], [-8.09, -14.86, 7.99], [-7.19, -14.17, 8.87], [-5.13, -13.46, 8.36], [-5.44, -15.25, 8.33], [-5.59, -14.28, 5.95], [-6.56, -12.98, 6.65], [-7.35, -15.87, 6.27], [-8.26, -14.36, 5.97], [-7.20, -14.70, 9.82], [-7.54, -13.14, 8.99], [2.58, -15.06, 8.93], [2.06, -16.38, 8.32], [3.27, -17.03, 7.69], [4.41, -16.35, 8.18], [4.02, -15.00, 8.41], [2.62, -15.08, 10.02], [1.98, -14.22, 8.57], [1.25, -16.21, 7.62], [1.61, -17.01, 9.09], [3.20, -16.91, 6.59], [3.33, -18.11, 7.85], [4.11, -14.54, 7.41], [4.71, -14.49, 9.08], [-3.08, -10.58, 7.95], [-1.37, -10.86, 8.34], [-3.63, -11.83, 6.83], [-3.60, -10.68, 8.90], [-3.21, -9.59, 7.52], [2.79, -11.72, 11.23], [2.64, -13.25, 12.12], [1.87, -11.63, 9.71], [2.44, -10.90, 11.84], [3.84, -11.57, 11.02], [-0.54, -13.54, 15.56], [-2.27, -13.53, 15.94], [0.09, -11.89, 15.40], [-0.04, -14.09, 16.35], [-0.38, -14.05, 14.62], [-1.11, -14.05, 10.19], [-2.82, -13.72, 9.73], [-0.92, -14.10, 11.92], [-0.76, -14.97, 9.73], [-0.50, -13.22, 9.83], [-2.29, -10.88, 12.87], [-2.46, -9.68, 14.19], [-1.02, -10.38, 11.75], [-2.01, -11.83, 13.31], [-3.25, -10.83, 12.37]],
  "smiles": "FC(F)C(F)(F)COC(F)(F)C(F)F.FC(F)C(F)(F)COC(F)(F)C(F)F.C1CCOC1.C1CCOC1.C1CCOC1.ClCCl.ClCCl.ClCCl.ClCCl.ClCCl",
  "e_homo_ev": -9.5,
  "total_energy_ev": -207621.1624
}

---

[5]
{
  "formula": "C7H5BrFNO2",
  "method": "the ωB97M-V functional and the def2-TZVPD basis",
  "symbols": ["C", "C", "C", "C", "C", "C", "C", "N", "O", "O", "F", "Br", "H", "H", "H", "H", "H"],
  "positions_angstrom": [[-1.75, -0.76, 1.24], [-0.49, -0.50, 1.92], [-1.94, -0.13, 0.03], [0.53, 0.02, 1.21], [-1.01, 0.71, -0.48], [0.31, 0.76, 0.04], [1.47, 1.38, -0.44], [1.25, -0.96, -2.03], [2.36, -1.11, -2.35], [0.21, -1.52, -2.01], [1.28, 2.20, -1.50], [3.25, 1.38, 0.00], [-2.39, -1.45, 1.80], [-0.32, -1.12, 2.86], [-2.93, -0.17, -0.44], [1.53, 0.02, 1.58], [-1.36, 1.28, -1.41]],
  "e_homo_ev": [-9.4, -7.3],
  "de_lowest_kj_mol": 174.9,
  "total_energy_ev": -85679.1889
}

---

[6]
{
  "formula": "C7H5NO4",
  "method": "the ωB97M-V functional and the def2-TZVPD basis",
  "symbols": ["C", "C", "C", "C", "C", "C", "C", "H", "H", "H", "H", "H", "N", "O", "O", "O", "O"],
  "positions_angstrom": [[0.30, 0.95, 2.65], [0.02, 0.35, 1.26], [-0.25, -0.90, 0.93], [-0.60, -1.25, -0.36], [-0.30, -0.29, -1.44], [0.26, 1.26, 0.21], [-0.21, -0.57, -2.96], [0.73, -0.90, 3.12], [-0.12, -1.68, 1.65], [-0.90, -2.27, -0.52], [0.58, 2.21, 0.53], [0.00, 1.31, -3.16], [0.14, 0.86, -1.08], [0.45, -0.03, 3.57], [0.18, 2.14, 2.74], [-0.17, 0.53, -3.66], [-0.10, -1.71, -3.46]],
  "smiles": "O=C(O)c1ccc(C(=O)O)nc1",
  "e_homo_ev": -10.2,
  "de_lowest_kj_mol": 117.6,
  "total_energy_ev": -17019.3563
}

---

[7]
{
  "formula": "C35H49F8O28P2",
  "method": "the ωB97M-V functional and the def2-TZVPD basis",
  "symbols": ["C", "C", "P", "C", "C", "C", "C", "O", "P", "C", "C", "C", "C", "O", "C", "O", "O", "H", "H", "H", "H", "H", "H", "H", "H", "H", "H", "H", "H", "H", "H", "H", "H", "H", "H", "H", "H", "H", "H", "H", "H", "H", "C", "C", "O", "C", "O", "O", "F", "H", "H", "H", "C", "C", "O", "C", "O", "O", "F", "H", "H", "H", "C", "C", "O", "C", "O", "O", "F", "H", "H", "H", "C", "C", "O", "C", "O", "O", "F", "H", "H", "H", "C", "C", "O", "C", "O", "O", "F", "H", "H", "H", "C", "C", "O", "C", "O", "O", "F", "H", "H", "H", "C", "C", "O", "C", "O", "O", "F", "H", "H", "H", "C", "C", "O", "C", "O", "O", "F", "H", "H", "H"],
  "positions_angstrom": [[4.25, -3.17, 1.37], [4.50, -2.32, -0.02], [3.43, -3.13, -1.41], [3.95, -4.96, -1.48], [3.13, -5.97, -0.49], [1.62, -2.88, -0.87], [1.23, -1.47, -1.68], [-0.17, -1.50, -2.21], [-0.85, -2.73, -1.13], [-1.96, -3.56, -2.45], [-2.94, -4.72, -1.75], [-4.21, -4.05, -0.90], [-5.39, -5.19, -0.67], [-5.58, -5.50, 0.77], [-6.54, -4.53, 1.37], [-7.86, -4.52, 1.04], [0.56, -3.80, -1.33], [4.13, -2.44, 2.28], [5.19, -3.84, 1.53], [3.31, -3.86, 1.35], [5.65, -2.44, -0.29], [4.17, -1.21, 0.16], [5.09, -4.99, -1.12], [3.98, -5.34, -2.61], [3.21, -7.06, -0.97], [2.02, -5.68, -0.28], [3.76, -6.04, 0.52], [1.68, -2.82, 0.30], [1.89, -1.60, -2.66], [1.38, -0.48, -1.07], [-1.98, -1.80, -1.00], [-1.42, -3.41, 0.01], [-0.24, -1.87, -0.11], [-2.73, -2.72, -2.82], [-1.41, -3.93, -3.41], [-3.43, -5.36, -2.61], [-2.30, -5.46, -1.10], [-4.69, -3.24, -1.62], [-3.82, -3.59, 0.12], [-6.42, -4.88, -1.16], [-5.01, -6.18, -1.20], [-6.07, -3.74, 2.12], [1.14, 1.31, -4.25], [0.74, 2.75, -4.26], [1.02, 3.18, -2.95], [2.05, 2.40, -2.53], [2.75, 2.65, -1.56], [2.21, 1.30, -3.33], [-0.58, 2.88, -4.49], [0.34, 0.66, -3.88], [1.46, 0.96, -5.23], [1.31, 3.36, -4.98], [8.83, 0.79, 0.34], [8.29, 0.34, 1.66], [7.59, -0.84, 1.34], [8.23, -1.36, 0.26], [8.09, -2.50, -0.13], [9.06, -0.44, -0.33], [7.41, 1.25, 2.14], [8.11, 1.38, -0.23], [9.76, 1.36, 0.44], [9.06, 0.13, 2.41], [-6.52, 0.67, -1.07], [-5.70, -0.56, -1.21], [-4.40, -0.14, -0.88], [-4.58, 0.89, 0.00], [-3.71, 1.33, 0.72], [-5.87, 1.35, -0.02], [-5.69, -0.99, -2.50], [-6.51, 1.30, -1.97], [-7.56, 0.45, -0.81], [-6.00, -1.38, -0.55], [3.13, 1.20, 3.92], [2.59, 0.76, 5.24], [1.89, -0.42, 4.93], [2.53, -0.94, 3.84], [2.39, -2.09, 3.45], [3.36, -0.02, 3.26], [1.71, 1.66, 5.73], [2.41, 1.80, 3.35], [4.06, 1.77, 4.02], [3.36, 0.54, 5.99], [0.40, 6.25, -1.19], [1.62, 6.99, -1.61], [1.50, 8.23, -0.96], [0.78, 7.97, 0.17], [0.71, 8.73, 1.12], [0.17, 6.75, 0.11], [1.62, 7.20, -2.95], [-0.47, 6.47, -1.82], [0.55, 5.17, -1.17], [2.56, 6.51, -1.31], [6.24, 1.41, -4.26], [5.84, 2.84, -4.28], [6.12, 3.28, -2.96], [7.15, 2.49, -2.54], [7.85, 2.74, -1.57], [7.31, 1.39, -3.34], [4.52, 2.98, -4.50], [5.44, 0.75, -3.90], [6.56, 1.05, -5.25], [6.41, 3.46, -4.99], [-6.87, 4.01, 3.19], [-8.26, 3.75, 3.65], [-9.02, 3.84, 2.47], [-8.17, 3.46, 1.47], [-8.53, 3.14, 0.35], [-6.87, 3.46, 1.89], [-8.67, 4.72, 4.50], [-6.63, 5.07, 3.14], [-6.12, 3.51, 3.82], [-8.41, 2.77, 4.11], [-4.73, 0.12, 4.35], [-6.13, -0.13, 4.81], [-6.89, -0.04, 3.63], [-6.04, -0.43, 2.63], [-6.40, -0.74, 1.51], [-4.73, -0.43, 3.05], [-6.54, 0.84, 5.66], [-4.49, 1.19, 4.30], [-3.99, -0.37, 4.98], [-6.27, -1.12, 5.27]],
  "e_homo_ev": -4.0,
  "total_energy_ev": -134729.3089,
  "charge": -1
}

---

[8]
{
  "formula": "C28H52BrFO9S2",
  "method": "the ωB97M-V functional and the def2-TZVPD basis",
  "symbols": ["C", "C", "C", "C", "C", "C", "C", "C", "C", "O", "C", "C", "C", "F", "C", "Br", "O", "C", "C", "C", "C", "O", "C", "O", "C", "C", "O", "H", "H", "H", "H", "H", "H", "H", "H", "H", "H", "H", "H", "H", "H", "H", "H", "H", "H", "H", "H", "H", "H", "H", "H", "H", "H", "H", "H", "H", "H", "H", "H", "H", "H", "H", "H", "C", "C", "C", "S", "O", "O", "C", "H", "H", "H", "H", "H", "H", "H", "H", "C", "C", "C", "S", "O", "O", "C", "H", "H", "H", "H", "H", "H", "H", "H"],
  "positions_angstrom": [[2.25, 3.15, 1.98], [1.74, 2.05, 1.90], [1.19, 0.58, 1.76], [0.71, 0.42, 0.26], [-0.73, -0.30, 0.25], [-1.92, 0.66, -0.16], [-3.30, -0.12, 0.13], [-3.60, -1.25, -0.94], [-2.95, -2.67, -0.57], [2.27, -0.28, 2.14], [1.87, -1.65, 2.21], [1.46, -2.16, 3.65], [0.90, -1.04, 4.61], [0.37, -3.10, 3.46], [3.16, -2.49, 1.74], [4.72, -2.05, 2.91], [2.95, -3.88, 1.77], [2.37, -4.38, 0.54], [2.07, -5.94, 0.82], [3.32, -6.59, 1.58], [3.37, -4.35, -0.70], [2.55, -4.22, -1.89], [2.78, -2.92, -2.45], [1.87, -2.68, -3.51], [1.45, -1.30, -3.55], [2.62, -0.31, -4.03], [3.45, 0.15, -2.93], [2.85, 4.06, 2.23], [0.29, 0.53, 2.44], [0.58, 1.43, -0.25], [1.40, -0.19, -0.39], [-0.65, -1.20, -0.44], [-0.99, -0.73, 1.27], [-1.86, 0.97, -1.24], [-1.94, 1.55, 0.55], [-3.33, -0.56, 1.17], [-4.16, 0.64, 0.09], [-3.31, -0.94, -1.99], [-4.72, -1.41, -0.94], [-2.70, -2.73, 0.53], [-3.65, -3.53, -0.80], [-2.00, -2.79, -1.17], [1.05, -1.94, 1.50], [2.26, -2.72, 4.20], [1.55, -0.11, 4.58], [-0.13, -0.76, 4.23], [0.78, -1.39, 5.68], [3.44, -2.07, 0.73], [1.42, -3.83, 0.33], [1.11, -6.11, 1.36], [2.01, -6.40, -0.22], [3.25, -7.71, 1.47], [3.32, -6.37, 2.68], [4.29, -6.27, 1.10], [4.12, -3.50, -0.66], [3.95, -5.31, -0.78], [2.71, -2.12, -1.64], [3.85, -2.90, -2.83], [1.11, -1.00, -2.51], [0.60, -1.19, -4.29], [3.22, -0.82, -4.84], [2.08, 0.61, -4.45], [2.99, -0.03, -2.09], [5.03, 6.33, -1.08], [4.97, 7.76, -0.52], [3.55, 7.98, 0.00], [2.93, 6.37, 0.48], [1.84, 6.02, -0.38], [2.83, 6.31, 1.92], [4.37, 5.45, -0.03], [6.06, 6.02, -1.28], [4.47, 6.28, -2.02], [5.69, 7.86, 0.30], [5.23, 8.50, -1.28], [3.54, 8.64, 0.87], [2.89, 8.38, -0.77], [4.07, 4.47, -0.42], [5.02, 5.33, 0.84], [-9.33, 0.28, -0.24], [-9.28, 1.59, -1.03], [-7.82, 2.05, -1.07], [-6.82, 0.57, -0.95], [-6.09, 0.60, 0.29], [-6.17, 0.33, -2.22], [-8.19, -0.57, -0.78], [-10.29, -0.22, -0.34], [-9.16, 0.48, 0.83], [-9.64, 1.41, -2.04], [-9.92, 2.35, -0.58], [-7.59, 2.57, -2.00], [-7.58, 2.69, -0.22], [-7.91, -1.39, -0.12], [-8.43, -0.96, -1.78]],
  "smiles": "C#C[C@@H](CCCCCC)O[C@H]([C@@H](C)F)[C@@H](Br)O[C@H](CC)COCOCCO.O=S1(=O)CCCC1.O=S1(=O)CCCC1",
  "e_homo_ev": -9.6,
  "total_energy_ev": -142730.3888
}